Molecular formula: C4H12
Method: DFT, wB97M-V/def2-TZVPD

Computed properties:
Highest occupied orbital energy = -11.80 eV
Energy relative to the best compared isomer or geometry (same formula, charge and spin) = 0.8 kcal per mole
Orbital gap = 12.95 eV
SMILES string = CC.CC
LUMO = 1.2 eV
2S+1 = 1

XYZ file:
```
16
C4H12 | the Open Molecules 2025 dataset | wB97M-V/def2-TZVPD
C -0.935 0.807 -0.856
C -2.097 1.397 -1.661
H -1.287 0.213 -0.014
H -0.310 0.176 -1.486
H -0.302 1.575 -0.419
H -1.648 1.883 -2.531
H -2.632 2.167 -1.113
H -2.781 0.634 -2.021
C 1.928 -0.519 0.999
C 1.099 -1.700 1.515
H 2.993 -0.722 1.102
H 1.696 -0.333 -0.050
H 1.685 0.396 1.538
H 0.035 -1.470 1.446
H 1.352 -1.928 2.548
H 1.258 -2.576 0.886
```